The following is a DFT calculation (wB97M-V/def2-TZVPD) of 13 unconnected molecules or ions with the total composition C44H110NO44P7 at a distorted geometry.

The value obtained for the frontier orbital gap is 10.195 eV. The calculation puts the HOMO energy at -0.366 Eh. As for the net charge: 0.

```
206
C44H110NO44P7 wB97M-V/def2-TZVPD
C 12.8213 13.2604 10.3026
C 13.9337 13.4523 11.3612
O 14.0923 14.5284 11.9816
N 14.8263 12.4856 11.4537
C 15.9170 12.5376 12.4139
H 13.0317 13.8232 9.4429
H 11.9023 13.6080 10.8123
H 12.7405 12.2517 9.9389
H 14.5754 11.5938 11.1542
H 16.6130 13.2871 12.0868
H 16.2979 11.5398 12.4607
H 15.5293 12.7772 13.4189
C 16.0159 21.7976 14.4661
O 17.3430 21.2677 14.4622
P 18.5788 21.4737 13.4375
O 19.8266 20.9683 13.9774
O 18.0225 20.7401 12.1286
C 18.9474 20.4229 11.0717
O 18.5774 23.0476 13.0390
C 19.2992 23.9542 13.7989
H 15.9163 22.5486 13.6404
H 16.0008 22.3917 15.3952
H 15.2998 20.8973 14.3644
H 18.8460 21.1073 10.2758
H 18.6345 19.4330 10.7663
H 19.9646 20.3512 11.4809
H 19.9686 23.6611 14.6021
H 18.6250 24.6804 14.2988
H 19.9424 24.5800 13.0979
C 13.5146 13.8747 17.8462
O 12.3942 14.6424 17.4232
P 10.8783 14.6286 17.9615
O 9.9933 15.3517 17.0694
O 10.4598 13.1532 18.3075
C 9.9826 12.2315 17.2498
O 11.2128 15.2030 19.4632
C 10.1643 15.7896 20.3180
H 14.3244 14.6149 17.9546
H 13.7164 13.2033 17.0642
H 13.2995 13.4044 18.7863
H 9.4984 12.8405 16.5134
H 9.3033 11.4897 17.7154
H 10.9166 11.8099 16.8768
H 9.1455 15.3904 20.2002
H 10.1302 16.8488 20.1503
H 10.5144 15.5003 21.3142
C 14.1396 18.8687 24.9707
O 14.6073 19.1744 23.6463
P 14.0360 18.2562 22.4739
O 13.2206 17.1317 22.8930
O 13.2222 19.3014 21.5829
C 11.8026 19.3442 21.9174
O 15.3574 18.0919 21.5598
C 15.4199 17.6367 20.2766
H 13.0663 19.1740 25.0999
H 14.7471 19.3501 25.6909
H 14.1476 17.7935 25.1912
H 11.3058 19.8583 21.0673
H 11.6284 19.9197 22.8801
H 11.4354 18.3480 21.9655
H 15.0496 18.4224 19.5769
H 14.8829 16.7337 20.1104
H 16.4927 17.5106 20.0811
C 16.9166 17.5780 13.0307
O 16.9983 16.3226 12.3228
P 17.5493 16.3233 10.8072
O 18.7790 17.0034 10.6325
O 16.3983 17.0175 9.8658
C 15.0744 16.4616 9.9803
O 17.4732 14.7847 10.5245
C 18.7567 14.1851 10.1796
H 17.0078 17.3566 14.0913
H 15.9815 18.0875 12.8220
H 17.7305 18.2668 12.7475
H 14.6329 16.6936 10.9508
H 15.0513 15.3755 9.7326
H 14.5484 17.1014 9.2882
H 18.5208 13.2063 9.7000
H 19.3319 14.0745 11.1329
H 19.3252 14.7936 9.4817
C 18.5549 15.0901 19.9939
O 19.1604 16.2663 19.4793
P 20.0963 16.3361 18.2524
O 20.7005 15.0472 17.8093
O 19.2508 17.0718 17.1846
C 19.7646 17.4418 15.9166
O 21.1679 17.3927 18.6808
C 22.3431 16.9537 19.4880
H 18.5154 15.2089 21.0421
H 19.1668 14.2275 19.7007
H 17.4474 14.9491 19.5841
H 20.8706 17.4775 15.9615
H 19.4178 18.4235 15.5754
H 19.5365 16.6086 15.2194
H 22.9476 17.7933 19.7579
H 22.9702 16.2340 18.8876
H 21.9882 16.4504 20.3337
C 9.6554 16.7749 14.0223
O 8.6362 17.8063 14.2279
P 8.9282 19.2394 14.7861
O 7.7872 20.1888 14.7431
O 9.5567 19.1511 16.2236
C 8.6548 18.4618 17.1783
O 10.1953 19.6066 13.9198
C 10.4493 21.0285 13.6683
H 9.1394 15.7672 14.0680
H 10.3843 16.7981 14.7808
H 10.0267 16.8746 13.0230
H 8.6041 19.0823 18.0246
H 8.9860 17.4465 17.3920
H 7.6935 18.5477 16.7016
H 9.5335 21.4815 13.2704
H 11.3159 21.0217 12.9655
H 10.6808 21.6586 14.5162
C 12.2144 18.5633 18.0719
O 12.6068 18.5475 16.6513
P 14.0839 18.1605 16.3153
O 14.6204 16.9419 16.9450
O 14.0595 18.1678 14.7162
C 13.6044 16.8936 14.1727
O 14.9538 19.4994 16.5288
C 16.3603 19.3600 16.5756
H 11.9263 19.5484 18.4472
H 12.9588 18.2455 18.7583
H 11.3746 17.8989 18.1103
H 13.3770 17.0942 13.1485
H 12.6769 16.6235 14.6870
H 14.4503 16.2044 14.2387
H 16.7602 20.2846 17.0616
H 16.6951 19.3227 15.5577
H 16.7126 18.5591 17.2155
C 9.4810 23.5862 18.4289
C 10.1632 22.9929 19.6641
O 11.5805 23.0840 19.3402
C 12.4597 22.7831 20.3164
O 12.1809 22.5474 21.4433
O 13.6635 23.1051 19.8370
C 14.8261 22.7034 20.5972
H 9.5919 23.0075 17.4924
H 9.9934 24.5041 18.2383
H 8.4349 23.6486 18.6752
H 9.9424 21.9543 19.8333
H 10.1027 23.6321 20.5218
H 15.4321 23.6300 20.6312
H 15.3441 21.9275 20.1078
H 14.5154 22.3920 21.5875
C 19.7802 21.0976 17.6631
C 21.1126 20.6954 18.4119
O 21.9692 20.0459 17.4597
C 22.9265 20.7589 16.9664
O 23.2831 21.8003 17.4020
O 23.5686 20.0728 16.0066
C 24.5645 20.8971 15.3451
H 19.3853 20.0975 17.4050
H 19.9757 21.6669 16.7147
H 19.2009 21.6775 18.3964
H 20.9399 19.9972 19.2336
H 21.6555 21.6008 18.7838
H 25.0230 20.1645 14.6827
H 25.3168 21.3560 15.9816
H 24.1173 21.7317 14.7907
C 14.6945 14.7111 24.6141
C 15.9461 13.8888 24.2409
O 15.5069 13.0570 23.1546
C 16.4037 12.7250 22.2569
O 17.6396 12.7778 22.3719
O 15.7880 12.3178 21.1601
C 16.5808 11.9032 20.0356
H 14.0312 13.9951 25.0870
H 14.2126 15.2015 23.7541
H 15.0500 15.3421 25.4503
H 16.3015 13.2984 25.0389
H 16.7117 14.5481 23.8413
H 16.6705 10.8195 19.9031
H 17.5962 12.2545 20.1697
H 16.0996 12.2777 19.1268
C 21.8965 24.9589 16.7160
C 20.7412 24.4029 17.5511
O 19.4977 24.3809 16.8096
C 18.3907 24.1373 17.5138
O 18.3502 23.7748 18.6672
O 17.3116 24.1850 16.7142
C 16.1221 23.7763 17.3662
H 22.6445 25.2386 17.4547
H 21.5998 25.8434 16.1959
H 22.2685 24.2193 15.9753
H 20.5675 25.0134 18.4577
H 21.0519 23.3930 17.7252
H 16.2181 22.7995 17.8663
H 15.2774 23.7887 16.6824
H 15.7942 24.4424 18.1896
C 17.6131 14.4494 15.3441
C 17.7268 13.3374 16.3449
O 18.3188 12.1653 15.6395
C 18.0034 11.0659 16.2514
O 17.4024 10.9176 17.2973
O 18.5539 10.0408 15.5457
C 18.2075 8.7931 16.1111
H 17.5637 15.4046 15.9163
H 16.6922 14.3033 14.7983
H 18.4199 14.5531 14.6844
H 16.7754 13.0114 16.7596
H 18.3451 13.5735 17.2238
H 18.1064 8.1590 15.2465
H 17.2243 8.7804 16.6400
H 19.0083 8.4548 16.7169
```

The following is a DFT calculation (wB97M-V/def2-TZVPD) of 8 unconnected molecules or ions with the total composition C44H112N8O14 at a distorted geometry.

The value obtained for the frontier orbital gap is 8.536 eV. The calculation puts the HOMO energy at -0.302 Eh. For the energy above the lowest of the compared OMol25 structures with the same formula, charge and spin, the calculation gives 829.94 kJ/mol. As for the net charge: 0. As for the SMILES: COC[C@H](C)N.COC[C@H](C)N.COCCNCCOC.COCCNCCOC.COCCNCCOC.COCCNCCOC.COCCNCCOC.COCCNCCOC.

```
178
C44H112N8O14 wB97M-V/def2-TZVPD
C -19.5845 7.1499 -0.0434
O -18.7177 6.4840 -1.0077
C -18.7589 6.9174 -2.3467
C -20.1144 7.0864 -2.9951
C -21.0078 5.8210 -2.8022
N -19.9856 7.3040 -4.4272
H -19.2336 6.8228 0.9353
H -20.6377 6.8691 -0.0445
H -19.3764 8.2174 -0.1163
H -18.0491 7.7127 -2.5742
H -18.2246 6.0619 -2.7599
H -20.5682 8.0445 -2.7418
H -20.6754 4.8767 -3.2334
H -21.9589 6.1155 -3.2458
H -21.1877 5.7858 -1.7278
H -20.0508 8.2776 -4.6879
H -20.8023 6.8909 -4.8544
C -24.0402 10.9897 -2.2988
O -22.6092 11.1267 -2.3854
C -21.9811 10.9370 -3.6198
C -20.5323 10.7004 -3.3630
C -19.8017 12.0041 -2.9018
N -19.7298 10.2201 -4.5285
H -24.5592 11.4469 -3.1413
H -24.3282 11.5411 -1.4038
H -24.3799 9.9864 -2.0416
H -22.4027 10.0305 -4.0543
H -22.1500 11.6393 -4.4361
H -20.4556 10.0322 -2.5052
H -20.0067 12.7311 -3.6877
H -18.7340 11.9928 -2.6830
H -20.3482 12.3918 -2.0421
H -19.4511 10.9796 -5.1332
H -18.8974 9.7798 -4.1636
C -29.5991 2.0350 -7.1162
O -29.3622 2.8118 -5.9074
C -27.9895 3.1008 -5.5882
C -27.8013 3.8843 -4.3493
N -26.3906 4.2396 -3.9963
C -25.6607 5.0400 -4.9380
C -26.2528 6.4751 -5.2957
O -25.3408 7.2736 -5.9163
C -24.5660 8.1368 -5.0957
H -29.5749 2.8680 -7.8188
H -30.5123 1.4441 -7.0453
H -28.7830 1.3192 -7.2144
H -27.6343 3.5341 -6.5232
H -27.3980 2.1865 -5.5406
H -28.3041 3.4140 -3.5043
H -28.3594 4.7975 -4.5559
H -26.2073 4.5715 -3.0602
H -25.2468 4.4752 -5.7733
H -24.7565 5.2934 -4.3844
H -26.4790 6.9668 -4.3496
H -27.1577 6.3308 -5.8860
H -24.0617 7.5986 -4.2931
H -25.2551 8.9100 -4.7561
H -23.6663 8.4587 -5.6201
C -16.3725 13.6256 -1.8078
O -15.5713 14.5665 -1.1743
C -14.5719 14.0446 -0.2881
C -13.2743 13.3867 -0.9844
N -12.8074 14.1700 -2.1731
C -11.6955 13.7626 -2.9939
C -11.8660 12.2921 -3.5133
O -10.6352 12.0302 -4.1681
C -10.7527 10.9142 -5.0786
H -15.8584 13.0335 -2.5650
H -17.2234 14.1403 -2.2541
H -16.8269 12.9344 -1.0979
H -15.0638 13.4967 0.5156
H -14.0775 14.8916 0.1876
H -13.4965 12.3388 -1.1859
H -12.4115 13.3237 -0.3213
H -13.6149 14.5477 -2.6479
H -10.7632 13.8486 -2.4358
H -11.5874 14.5394 -3.7509
H -12.6992 12.1540 -4.2024
H -11.9727 11.6297 -2.6543
H -11.1047 10.0528 -4.5110
H -9.8224 10.7158 -5.6110
H -11.5289 11.0538 -5.8309
C -26.9258 10.1541 0.1900
O -25.7566 9.9883 0.9694
C -25.0685 11.1814 1.3096
C -23.7017 10.8319 1.9052
N -23.8516 10.2594 3.2896
C -22.6015 9.5829 3.6987
C -22.6977 9.1696 5.1891
O -23.8342 8.3537 5.5473
C -23.7971 6.8864 5.4521
H -27.8031 10.2544 0.8291
H -27.1417 9.2094 -0.3090
H -26.9552 11.0051 -0.4905
H -25.6091 11.8807 1.9474
H -24.9299 11.7376 0.3825
H -22.9676 11.6355 1.9644
H -23.2786 10.0095 1.3284
H -24.6602 9.6552 3.3265
H -21.8115 10.3337 3.6827
H -22.2901 8.7831 3.0267
H -23.0388 9.9872 5.8241
H -21.7650 8.8667 5.6649
H -23.6922 6.4231 4.4710
H -24.5740 6.3765 6.0219
H -22.8498 6.5188 5.8465
C -21.0182 19.1764 2.8758
O -21.1726 18.7876 1.4788
C -20.1833 17.7926 1.1433
C -20.7118 17.1975 -0.2234
N -19.8767 16.0206 -0.5135
C -20.4502 15.1099 -1.4665
C -20.8519 15.7883 -2.8099
O -19.7736 15.8969 -3.5986
C -19.8188 16.9847 -4.5448
H -20.1990 18.9062 3.5421
H -21.8789 18.6879 3.3327
H -21.3121 20.2119 3.0473
H -20.0795 17.0927 1.9725
H -19.1788 18.1970 1.0182
H -20.6346 17.9473 -1.0107
H -21.7521 16.8821 -0.1427
H -19.1828 16.3941 -1.1453
H -21.2317 14.5982 -0.9046
H -19.7093 14.3376 -1.6731
H -21.3645 16.7422 -2.6856
H -21.6017 15.1339 -3.2545
H -20.8367 17.2835 -4.7951
H -19.2983 16.7586 -5.4754
H -19.3754 17.8839 -4.1170
C -10.5190 14.0725 -7.7785
O -11.8297 13.9567 -8.2705
C -12.0052 13.6189 -9.6831
C -12.3309 12.0629 -9.7323
N -13.6116 11.8109 -9.1946
C -14.0550 10.3674 -9.1712
C -15.3182 10.0425 -8.3661
O -15.0550 10.2538 -6.9661
C -15.9240 9.5720 -6.1132
H -10.6592 14.3234 -6.7270
H -9.9796 14.9261 -8.1889
H -9.9232 13.1603 -7.8118
H -11.1296 13.7306 -10.3226
H -12.7852 14.2921 -10.0391
H -11.5639 11.5333 -9.1672
H -12.4070 11.7243 -10.7656
H -13.4974 12.2142 -8.2756
H -13.1655 9.7760 -8.9541
H -14.3138 10.0226 -10.1723
H -15.4848 9.0029 -8.6480
H -16.1413 10.5307 -8.8879
H -16.9014 10.0419 -6.0030
H -15.4835 9.6252 -5.1176
H -16.1571 8.5569 -6.4346
C -26.0092 15.0389 -0.6576
O -25.7371 15.7646 -1.8359
C -26.4166 17.0793 -2.0646
C -27.9644 16.9141 -2.3581
N -28.4155 16.6255 -3.7856
C -28.6248 15.1928 -4.0795
C -29.2800 15.0780 -5.4492
O -30.6411 15.3669 -5.3858
C -31.3165 15.2743 -6.6626
H -26.0749 15.6955 0.2100
H -25.2989 14.2267 -0.5030
H -26.9249 14.4513 -0.7224
H -26.1869 17.5724 -3.0091
H -26.1940 17.8289 -1.3051
H -28.3548 17.9021 -2.1142
H -28.3896 16.1233 -1.7402
H -28.9320 17.3241 -4.3007
H -29.3169 14.8035 -3.3328
H -27.7539 14.5389 -4.0327
H -29.1468 14.0927 -5.8960
H -28.9264 15.8503 -6.1323
H -32.3990 15.3989 -6.6904
H -31.0740 14.3600 -7.2043
H -30.8978 15.9172 -7.4369
```